Computed, not measured: 2 unconnected molecules or ions with the total composition C5H11O2, with ωB97M-V/def2-TZVPD.

Structure (XYZ):
```
18
Properties=species:S:1:pos:R:3:nbo_charge:R:1
C 0.38 -1.47 -0.38 -0.42
C -1.03 -1.09 -0.86 -0.63
C 0.39 -2.38 0.89 -0.64
H 1.06 -2.19 -1.11 0.15
H 1.08 -0.57 -0.61 0.28
H -1.79 -1.85 -0.68 0.18
H 0.52 -1.48 1.60 0.24
H -0.59 -2.93 1.00 0.20
H -1.24 -0.69 -1.84 0.22
H -1.37 -0.23 -0.29 0.22
H 1.30 -3.05 0.87 0.20
C -0.40 2.65 0.42 -0.75
C 1.05 2.44 -0.12 0.76
O 1.72 1.67 0.58 -0.79
O 1.34 2.97 -1.21 -0.78
H -0.44 3.62 0.96 0.19
H -0.79 1.88 1.12 0.18
H -1.19 2.69 -0.34 0.19
```

Results
Relative energy (zero: lowest compared OMol25 entry of this formula, charge and spin): 1.626 eV
Calculated total energy: -9458.4037 eV
Charge: -1
Molecular weight: 103.1 g/mol
Orbital gap: 7.75 eV

Computed, not measured: a single C5H8N2 molecule, with ωB97M-V/def2-TZVPD.

Structure (XYZ):
```
15
Properties=species:S:1:pos:R:3:nbo_charge:R:1
C 2.40 -0.40 0.33 -0.59
C 0.93 0.16 -0.01 -0.13
C -0.28 -0.67 -0.38 -0.27
C -1.39 0.07 -0.16 0.09
N -2.74 -0.17 -0.47 -0.81
C -0.91 1.32 0.44 0.03
N 0.37 1.37 0.61 -0.37
H 2.47 -0.83 1.32 0.21
H 2.68 -1.17 -0.41 0.21
H 3.19 0.36 0.23 0.22
H 1.42 0.52 -0.90 0.25
H -0.25 -1.67 -0.80 0.21
H -3.40 0.05 0.27 0.38
H -2.92 -1.11 -0.79 0.38
H -1.57 2.16 0.73 0.19
```

Results
Relative energy (zero: lowest compared OMol25 entry of this formula, charge and spin): 1.567 eV
Calculated total energy: -8293.4293 eV
Charge: 0
SMILES: C[C@H]1C=C(N)C=N1
Molecular weight: 96.1 g/mol
Orbital gap: 9.30 eV

Which of these has the lowest relative energy (zero: lowest compared OMol25 entry of this formula, charge and spin)? C5H8N2